Formula: C43H67F3NO6PSi
Source: OMol25
Level of theory: ωB97M-V with the def2-TZVPD basis set

Each line ends with the Löwdin charge.
CARTESIAN COORDINATES (ANGSTROEM)
C 6.6629 2.4634 -3.9245  -0.1866
C 7.0408 3.3723 -2.5721  -0.4453
P 5.6061 4.4993 -2.0147  0.8931
C 6.4498 5.7815 -0.8161  -0.3266
C 4.3245 3.6089 -0.9211  -0.2547
C 4.6199 2.5350 0.2800  -0.0664
C 6.1567 2.0778 0.6207  -0.1339
C 6.5149 0.6286 -0.1339  -0.2367
O 5.4818 -0.3989 0.0612  -0.2983
Si 5.0172 -1.1861 -1.4379  0.4736
C 3.3692 -2.1731 -1.0247  -0.2178
C 6.2943 -2.5775 -1.9745  -0.2071
C 4.5632 0.0015 -2.8837  -0.2000
C 3.4085 1.8547 1.2119  -0.0291
C 3.6856 0.8174 2.4499  -0.0939
C 3.8869 1.9026 3.8507  -0.1614
C 4.3058 1.0824 5.3225  -0.0258
O 2.8324 1.7342 4.9923  -0.2302
C 1.8094 2.2555 0.9322  0.0465
C 1.4758 3.3124 -0.3207  0.0339
C 2.7208 3.9703 -1.2232  -0.0412
C 2.2635 5.0388 -2.4308  -0.2318
C 2.1612 6.5849 -1.9389  -0.0005
C 1.6544 7.6748 -3.1036  -0.0162
C 1.3593 6.9013 -4.5449  -0.0602
C 1.5678 5.3153 -4.8435  -0.0955
N 2.0244 4.4022 -3.7549  0.0248
C -0.1048 3.6719 -0.5669  -0.1577
O -0.6061 4.8350 -0.9885  -0.0214
C -1.1914 2.4570 -0.1948  0.0020
C -2.5897 2.2875 -1.0454  -0.1482
O -2.2453 1.6768 -2.3434  -0.2341
C -1.9730 0.2251 -2.2069  -0.1112
C -0.9031 1.4966 0.9448  -0.0364
C -1.9169 0.3009 1.4286  -0.0693
C -2.8902 0.8018 2.6932  -0.1869
O -2.4724 2.1068 3.2485  -0.0536
C -4.5050 0.7395 2.3070  -0.1843
F -4.8830 -0.5007 1.5911  0.0157
F -4.9845 1.9168 1.5457  0.0153
F -5.2799 0.7471 3.6038  -0.0122
C 0.5381 1.6587 1.7762  -0.1635
O 0.5163 1.3262 3.0685  -0.0099
H 7.3513 2.8215 -4.8291  0.0835
H 7.0217 1.3593 -3.6628  0.0612
H 5.5305 2.5311 -4.2131  0.0697
H 7.5288 2.7229 -1.7196  0.0543
H 7.9101 4.1003 -2.9467  0.0918
H 6.9971 5.2458 0.0884  0.0386
H 5.6619 6.5156 -0.3346  0.0496
H 7.2653 6.4285 -1.3570  0.0488
H 6.9600 2.9136 0.3816  0.1022
H 6.2164 1.8610 1.7686  0.1079
H 6.7200 0.7475 -1.2795  0.0857
H 7.4914 0.2396 0.4322  0.1416
H 3.5610 -3.1138 -0.3559  0.0418
H 3.0030 -2.5791 -2.0856  0.0512
H 2.5086 -1.4674 -0.6451  0.0414
H 7.3885 -2.1687 -1.8944  0.0441
H 6.0709 -3.4822 -1.2465  0.0513
H 5.9686 -2.8795 -3.0655  0.0527
H 5.4055 -0.1484 -3.7164  0.0493
H 3.5079 -0.1744 -3.3646  0.0653
H 4.6705 1.1060 -2.5013  0.0245
H 4.7430 0.3166 2.4577  0.1004
H 2.7959 0.1068 2.7178  0.1219
H 4.4061 3.0257 3.6435  0.1667
H 4.9009 1.6853 6.1295  0.0984
H 3.9558 -0.0343 5.3817  0.1125
H 2.4048 6.9470 -0.8328  0.1080
H 1.5155 8.8203 -2.9144  0.0854
H 0.9581 7.5690 -5.4431  0.0800
H 1.3533 4.8605 -5.9256  0.1115
H -3.0329 3.3853 -1.1711  0.1516
H -3.4129 1.6573 -0.4988  0.1143
H -1.6919 -0.1732 -3.2932  0.1129
H -1.0498 -0.0166 -1.5175  0.0931
H -2.9498 -0.2714 -1.7784  0.0999
H -2.5571 -0.1592 0.5600  0.0987
H -1.2755 -0.5925 1.8897  0.1402
H -2.7594 0.0190 3.5845  0.1826
H -3.0037 2.8655 2.8671  0.1251
C -4.5860 -5.9903 -4.1997  -0.1157
C -4.5735 -5.0706 -2.9873  -0.2733
C -3.9196 -3.7145 -3.2616  -0.2291
C -2.4377 -3.7644 -3.6496  -0.2253
C -1.5159 -4.4456 -2.6348  -0.2672
C -1.4768 -3.7409 -1.2877  -0.1106
H -3.5727 -6.2441 -4.5232  0.0658
H -5.1005 -6.9246 -3.9572  0.0700
H -5.1103 -5.5222 -5.0382  0.0757
H -4.0790 -5.5734 -2.1501  0.0988
H -5.6103 -4.8983 -2.6731  0.1059
H -4.0422 -3.0811 -2.3747  0.0949
H -4.4697 -3.2114 -4.0670  0.1108
H -2.0878 -2.7370 -3.8114  0.0951
H -2.3311 -4.2727 -4.6155  0.1023
H -0.4994 -4.4620 -3.0472  0.1050
H -1.8068 -5.4921 -2.4938  0.1003
H -1.1487 -2.7026 -1.3998  0.0592
H -0.7735 -4.2473 -0.6186  0.0721
H -2.4565 -3.7437 -0.8013  0.0674
C -7.4354 -1.6253 3.2580  -0.1107
C -6.3481 -2.6319 3.6053  -0.2741
C -6.8709 -4.0626 3.7525  -0.2282
C -7.8889 -4.2792 4.8777  -0.2302
C -7.4110 -3.8907 6.2792  -0.2754
C -6.2187 -4.7048 6.7570  -0.1182
H -8.1862 -1.5541 4.0498  0.0705
H -6.9985 -0.6314 3.1247  0.0412
H -7.9390 -1.9019 2.3268  0.0800
H -5.8327 -2.3153 4.5177  0.1006
H -5.5960 -2.6180 2.8069  0.0929
H -6.0165 -4.7338 3.9010  0.1003
H -7.3329 -4.3709 2.8061  0.1093
H -8.1780 -5.3378 4.8833  0.1083
H -8.8049 -3.7198 4.6526  0.1006
H -8.2395 -4.0438 6.9820  0.1047
H -7.1675 -2.8235 6.3197  0.0994
H -6.4535 -5.7740 6.7634  0.0749
H -5.9476 -4.4121 7.7766  0.0698
H -5.3412 -4.5469 6.1232  0.0654

* LUMO level: -0.0588 Eh
* gap between HOMO and LUMO: 6.81 eV
* SMILES string: CCP(C)c1c(CCO[Si](C)(C)C)c(C[C@@H]2CO2)c2c(c1-c1ccccn1)C(=O)C(COC)=C(C[C@@H](O)C(F)(F)F)C2=O.CCCCCC.CCCCCC
* E: -3114.285927 Eh



Formula: C43H69AsF6N6O3
Source: OMol25
Level of theory: ωB97M-V with the def2-TZVPD basis set

Each line ends with the Löwdin charge.
CARTESIAN COORDINATES (ANGSTROEM)
C -0.8021 9.0750 -5.2967  -0.0014
N 0.1188 8.0375 -5.4770  -0.0797
C 1.4117 8.3000 -5.9300  0.0835
C 2.3512 7.2767 -6.1611  0.0756
C 1.9636 5.9760 -5.7437  -0.0982
C 0.6417 5.7498 -5.2701  0.0548
C -0.2451 6.7746 -5.1114  0.0361
C 3.0290 4.9159 -5.6817  -0.1385
C 3.7490 4.4833 -6.7648  0.0454
C 4.7444 3.4877 -6.7248  0.0356
N 5.0188 3.0420 -5.4938  -0.0882
C 4.3747 3.3852 -4.3586  0.0420
C 3.3277 4.3438 -4.4353  0.1003
C 6.1800 2.0066 -5.3287  0.0775
H -1.6864 8.8527 -5.8938  0.1207
H -0.3705 9.9954 -5.6900  0.1178
H -1.2207 9.1392 -4.2924  0.1298
H 1.6602 9.3071 -6.2307  0.1497
H 3.3174 7.5048 -6.5862  0.1378
H 0.3373 4.7599 -4.9637  0.1391
H -1.2058 6.6325 -4.6390  0.1610
H 3.6270 5.0004 -7.7051  0.1366
H 5.5092 3.2115 -7.4356  0.1481
H 4.6840 2.9106 -3.4391  0.1515
H 2.7884 4.6937 -3.5674  0.1457
H 6.5547 1.7643 -6.3232  0.0964
H 5.7133 1.1550 -4.8337  0.1019
H 6.9239 2.5513 -4.7474  0.1115
C 5.2449 -4.9112 -3.2102  0.0617
N 4.6396 -5.0850 -1.8253  -0.0652
C 5.3886 -5.6946 -0.8467  0.0564
C 4.8023 -5.8627 0.4080  0.0370
C 3.5315 -5.4138 0.7414  -0.1035
C 2.7766 -4.8871 -0.3696  0.0676
C 3.3308 -4.7010 -1.6237  0.0366
C 3.1141 -5.3971 2.1641  -0.1022
C 2.4496 -4.3577 2.8533  0.0670
C 2.0769 -4.4945 4.1913  0.0141
N 2.4068 -5.5528 4.9416  -0.0874
C 2.9846 -6.5679 4.3066  0.0213
C 3.3387 -6.5792 2.9370  0.0800
C 2.0505 -5.7029 6.3862  0.0798
H 6.2379 -4.4838 -3.0711  0.1128
H 4.5001 -4.4291 -3.8434  0.1046
H 5.3868 -5.9145 -3.6119  0.1130
H 6.3839 -6.0066 -1.1267  0.1582
H 5.4094 -6.4189 1.1069  0.1343
H 1.8260 -4.3842 -0.2709  0.1315
H 2.7909 -4.3320 -2.4832  0.1508
H 2.1887 -3.4226 2.3801  0.1374
H 1.5053 -3.7316 4.6989  0.1549
H 3.0949 -7.4212 4.9594  0.1488
H 3.9090 -7.4234 2.5785  0.1330
H 0.9928 -5.4528 6.4679  0.1191
H 2.6526 -4.8913 6.7948  0.1204
H 2.4015 -6.6620 6.7669  0.1164
C -1.2651 -8.4009 0.8570  -0.0908
C -2.6885 -8.0236 0.3795  -0.2455
C -2.7618 -6.7394 -0.4510  -0.2135
C -4.2439 -6.4074 -0.6069  -0.0800
N -4.5842 -5.2248 -1.5516  -0.2337
C -6.0485 -5.1795 -2.0621  -0.0634
C -6.8472 -4.0541 -1.3332  -0.0999
C -5.8956 -3.8231 -0.1626  -0.1673
C -4.4933 -3.9329 -0.7732  -0.1288
C -3.6094 -5.0302 -2.7079  0.0199
H -0.5432 -8.2656 0.0516  0.0678
H -1.3028 -9.4091 1.2696  0.0806
H -0.9461 -7.7763 1.6914  0.0605
H -3.3004 -7.8581 1.2663  0.1127
H -3.1585 -8.7793 -0.2498  0.1206
H -2.2102 -6.9536 -1.3664  0.1117
H -2.1553 -5.9319 -0.0409  0.1130
H -4.7215 -6.1394 0.3356  0.1318
H -4.7576 -7.2453 -1.0781  0.1394
H -6.0752 -5.2283 -3.1507  0.1348
H -6.4814 -6.1444 -1.7983  0.1266
H -6.7504 -3.2101 -2.0162  0.1211
H -7.8701 -4.1566 -0.9709  0.1339
H -5.9450 -2.8023 0.2164  0.1262
H -6.0264 -4.4948 0.6859  0.1158
H -4.2698 -3.0588 -1.3849  0.1405
H -3.7100 -3.8916 -0.0163  0.1355
H -3.7265 -5.9539 -3.2746  0.1123
H -2.5709 -4.9246 -2.3940  0.1025
H -3.9441 -4.2037 -3.3347  0.1161
C -0.9120 6.4619 8.0353  -0.0867
C -0.0990 5.2345 7.6478  -0.2498
C -0.4363 4.7238 6.2440  -0.1832
C -1.8662 4.0892 5.9817  -0.0805
N -2.1892 3.6603 4.5142  -0.2172
C -1.7210 4.7686 3.4842  -0.0469
C -2.8082 4.8387 2.3366  -0.0807
C -3.9252 3.8050 2.7997  -0.1562
C -3.7018 3.4624 4.2369  -0.1039
C -1.4881 2.2972 4.3620  0.0127
H -1.9276 6.0795 8.1376  0.0738
H -0.8721 7.3093 7.3509  0.0835
H -0.3913 6.7732 8.9409  0.0844
H -0.3345 4.4038 8.3130  0.1088
H 0.9790 5.3522 7.7578  0.1163
H 0.2586 3.9772 5.8596  0.0988
H -0.2667 5.4613 5.4595  0.0938
H -2.6162 4.8693 6.1118  0.1217
H -2.0004 3.1978 6.5944  0.1292
H -0.7672 4.4356 3.0749  0.1286
H -1.4166 5.6908 3.9790  0.1169
H -2.4465 4.6269 1.3305  0.1149
H -3.0520 5.8996 2.3926  0.1125
H -3.8810 2.8932 2.2041  0.1053
H -4.9309 4.1175 2.5185  0.1238
H -4.0933 2.4913 4.5398  0.1389
H -4.2058 4.2938 4.7297  0.1360
H -1.9461 1.5377 4.9956  0.1008
H -0.4024 2.2948 4.4587  0.1026
H -1.7448 1.9985 3.3456  0.1016
As -0.0657 0.3483 -1.8571  0.8666
F -0.4752 1.4653 -3.1878  -0.3027
F 1.6184 0.2613 -2.4481  -0.3124
F 0.1972 -0.7887 -0.4268  -0.3521
F -1.8111 0.4099 -1.3972  -0.3141
F -0.3614 -1.0809 -2.9139  -0.3211
F 0.2576 1.7595 -0.9105  -0.2620
O 0.7246 7.0722 -0.8297  0.0309
C 2.0090 7.3807 -0.6157  -0.9505
O 2.6482 6.5373 -0.0116  -0.0558
O 2.5247 8.4674 -0.9925  -0.0763
H 0.9322 6.2150 -0.4507  0.0590

* charge: +4
* LUMO level: -0.3795 Eh
* gap between HOMO and LUMO: 1.06 eV
* E: -5067.768997 Eh